16
Properties=species:S:1:pos:R:3 method="wB97M-V/def2-TZVPD" orbital_gap_ev=9.69 e_lumo_ev=0.610 homo_energy_ha=-0.3336
C 3.483 -0.143 -1.359
C 2.386 0.122 -0.371
O 1.836 1.443 -0.591
H 4.299 0.575 -1.382
H 3.888 -1.159 -1.287
H 3.068 -0.168 -2.372
H 2.726 0.100 0.670
H 1.597 -0.623 -0.468
H 2.408 2.033 -0.127
C -4.375 0.358 0.971
S -3.094 -0.503 -0.084
S -2.765 -2.101 1.174
H -4.946 1.043 0.341
H -3.807 0.998 1.642
H -4.989 -0.397 1.420
H -1.715 -1.576 1.822


14
Properties=species:S:1:pos:R:3 method="wB97M-V/def2-TZVPD" orbital_gap_ev=9.90 e_lumo_ev=0.851 homo_energy_ha=-0.3327
C -0.012 -1.351 0.937
C -0.723 0.053 1.021
S 0.431 1.456 0.840
H 0.621 -1.415 1.883
H 0.347 -1.443 -0.267
H -0.773 -2.231 1.165
H -1.476 0.137 0.234
H -1.212 0.132 2.048
H 0.228 1.767 -0.460
C -0.042 -1.258 -2.996
H -0.505 -1.889 -2.218
H -0.557 -0.285 -3.192
H 0.166 -1.776 -3.897
H 0.919 -0.943 -2.509


15
Properties=species:S:1:pos:R:3 method="wB97M-V/def2-TZVPD" orbital_gap_ev=9.11 e_lumo_ev=0.853 homo_energy_ha=-0.3033
C 1.756 1.463 0.171
S 1.715 0.285 -1.184
C 1.584 -1.232 -0.222
H 1.420 1.032 1.116
H 2.758 1.859 0.327
H 1.088 2.281 -0.063
H 1.417 -2.087 -0.864
H 0.737 -1.125 0.456
H 2.479 -1.352 0.373
C -2.464 -0.275 0.487
S -2.418 0.762 -1.015
H -1.583 -0.033 1.080
H -2.371 -1.310 0.194
H -3.378 -0.079 1.024
H -2.741 -0.189 -1.879


16
Properties=species:S:1:pos:R:3 method="wB97M-V/def2-TZVPD" orbital_gap_ev=8.92 e_lumo_ev=0.570 homo_energy_ha=-0.3068
C -1.864 -1.776 1.160
S -1.577 -1.548 2.908
C -0.052 -0.577 2.786
H -1.354 -0.937 0.659
H -2.917 -1.809 0.884
H -1.397 -2.655 0.715
H -0.260 0.358 2.270
H 0.347 -0.443 3.787
H 0.657 -1.127 2.164
C 2.150 1.377 -2.326
S 0.558 0.592 -1.925
S -0.781 1.447 -3.131
H 1.970 2.221 -2.980
H 2.679 0.689 -2.987
H 2.763 1.552 -1.448
H -0.922 2.639 -2.535


14
Properties=species:S:1:pos:R:3 method="wB97M-V/def2-TZVPD" orbital_gap_ev=11.29 e_lumo_ev=1.006 homo_energy_ha=-0.3779
C 0.102 0.284 1.396
C 1.049 0.622 0.569
Si 2.716 -0.215 0.030
H 0.216 -0.610 1.956
H -0.726 0.840 1.788
H 0.991 1.658 0.033
H 2.404 -1.102 -1.201
H 3.420 -1.130 1.026
H 3.547 1.051 -0.261
C -2.172 -0.162 -1.640
H -2.544 -1.151 -2.120
H -1.276 -0.387 -1.134
H -2.967 0.135 -0.939
H -1.997 0.520 -2.530


18
Properties=species:S:1:pos:R:3 method="wB97M-V/def2-TZVPD" orbital_gap_ev=13.03 e_lumo_ev=-3.074 homo_energy_ha=-0.5917 charge=+1
C 1.653 1.380 0.355
N 1.310 0.074 -0.213
C -0.090 -0.612 0.327
C -0.230 -1.954 -0.350
B -1.369 0.347 0.086
O -2.333 0.201 0.993
O -1.335 1.154 -0.988
H 0.814 2.061 0.233
H 1.892 1.286 1.411
H 2.515 1.790 -0.171
H 1.148 0.170 -1.220
H 2.053 -0.611 -0.057
H 0.093 -0.749 1.393
H 0.659 -2.569 -0.234
H -0.465 -1.851 -1.405
H -1.053 -2.478 0.125
H -3.161 0.678 0.918
H -2.104 1.684 -1.203


18
Properties=species:S:1:pos:R:3 method="wB97M-V/def2-TZVPD" orbital_gap_ev=8.44 e_lumo_ev=-5.059 homo_energy_ha=-0.4962 charge=+1
C 0.073 1.959 1.076
C 1.732 -1.253 -0.896
C -1.442 0.218 0.134
N -1.473 -0.495 1.239
N -0.702 1.299 0.058
N 0.228 -1.432 -1.166
I -0.874 2.513 -1.719
H 0.016 3.084 1.080
H -0.340 1.521 1.945
H 1.146 1.722 0.958
H 1.875 -0.149 -0.821
H 1.943 -1.524 0.133
H 2.381 -1.705 -1.640
H -2.166 -0.025 -0.578
H -1.957 -1.321 1.154
H -0.633 -0.463 1.711
H -0.128 -2.214 -0.553
H 0.320 -1.736 -2.116


15
Properties=species:S:1:pos:R:3 method="wB97M-V/def2-TZVPD" orbital_gap_ev="8.78 / 2.35" multiplicity=2 e_lumo_ev="-4.089 / -10.520" homo_energy_ha="-0.4728 / -0.4728" charge=+1
C 3.248 -0.551 0.599
C 4.367 0.430 -0.106
H 3.142 -0.452 1.687
H 2.388 -0.234 0.171
H 3.592 -1.447 0.349
H 5.102 0.780 0.615
H 3.593 1.290 -0.472
H 4.810 0.121 -1.038
C -4.317 0.215 -0.824
N -4.220 -0.723 0.474
H -4.539 1.373 -0.614
H -3.291 0.142 -1.295
H -5.073 -0.116 -1.574
H -5.090 -0.625 0.895
H -3.712 -0.204 1.132


16
Properties=species:S:1:pos:R:3 method="wB97M-V/def2-TZVPD" orbital_gap_ev="4.68 / 10.83" multiplicity=2 e_lumo_ev="1.022 / 0.849" homo_energy_ha="-0.1345 / -0.3669"
C 0.937 1.115 -0.157
C -0.516 0.551 -0.246
C -0.660 -0.667 0.796
N -2.034 -1.280 0.588
N 1.941 0.325 -0.966
H 1.301 1.348 0.923
H 1.034 2.119 -0.639
H -0.543 0.316 -1.335
H -1.283 1.248 -0.061
H 0.042 -1.481 0.645
H -0.394 -0.251 1.795
H -2.648 -0.846 1.187
H -2.027 -2.196 0.867
H 2.901 0.592 -0.476
H 1.827 -0.648 -0.685
H 1.876 0.493 -1.933


16
Properties=species:S:1:pos:R:3 method="wB97M-V/def2-TZVPD" orbital_gap_ev="5.09 / 10.43" multiplicity=2 e_lumo_ev="0.795 / 0.767" homo_energy_ha="-0.1577 / -0.3549"
C 1.499 -1.249 -1.229
N 0.463 -0.113 -1.580
H 1.009 -2.134 -0.422
H 1.691 -1.527 -2.285
H 2.493 -0.904 -0.731
H 0.935 0.556 -2.074
H -0.166 0.421 -0.137
H -0.172 -0.452 -2.334
C -1.246 -0.486 1.561
C -0.585 1.913 1.140
N -0.387 0.730 0.792
H -0.748 -1.370 1.376
H -2.109 -0.306 0.819
H -1.323 -0.149 2.526
H -0.236 2.822 0.468
H -1.116 2.246 2.109